1.
This record from OMol25 describes C23H18F3N5O4Sn as an isolated structure. The level of theory is wB97M-V/def2-TZVPD.

* ΔE to the lowest compared entry with this formula, charge and spin: 0.0 kJ/mol
* E_LUMO: -8.487 eV
* HOMO level: -14.78 eV
* electronic energy: -53750.0015 eV
* 2S+1: 1
* frontier orbital gap: 6.29 eV
* net charge: +2

CARTESIAN COORDINATES (ANGSTROEM)
Sn -0.4692 1.1568 0.0552
F -0.2291 -3.4186 -4.2053
F -1.8309 -4.8579 -4.4504
F -0.0368 -5.4089 -3.3682
O 1.2406 3.7652 3.1588
O 2.4118 4.1656 0.8467
O 3.1496 -1.2872 0.3382
O 1.4141 0.1195 0.5314
N -1.3017 1.2962 2.8971
N 0.5790 2.7458 1.1675
N 0.3554 -0.9570 -1.7349
N 1.5504 -1.4022 -1.1704
N 0.5657 2.3469 -1.5296
C 2.1914 4.0357 -1.9192
C -1.5176 -3.8960 -2.3199
C -2.4116 0.8661 4.9792
C -0.6807 2.6057 4.7096
C -2.4535 -2.6315 -0.0476
C 1.5482 3.4505 0.4261
C 3.7504 -0.6963 1.5242
C -2.8477 -1.8672 1.1025
C 2.0104 -0.8037 -0.0661
C -3.0777 -2.4013 -1.2782
C -0.9081 -4.4257 -3.5938
C -1.4135 -3.5542 0.0507
C -0.9416 -4.1846 -1.0920
C -3.1322 -1.1923 2.0517
C -0.4956 2.2981 3.3695
C 0.5507 3.0124 2.5244
C 1.4257 3.2615 -1.0693
C 1.1304 2.9305 -3.7611
C -1.6157 1.9134 5.4878
C -2.6097 -3.0377 -2.4134
C -2.0538 0.7902 3.6803
C 0.4139 2.1832 -2.8520
C 2.0403 3.8679 -3.2859
H -0.1315 -4.8985 -1.0292
H 2.6214 4.4644 -3.9765
H -3.9230 -1.7290 -1.3348
H 2.8787 4.7509 -1.4901
H 3.9111 0.3663 1.3656
H 0.9736 2.7833 -4.8202
H -3.0899 -2.8780 -3.3703
H 3.1047 -0.8626 2.3819
H -3.3586 -0.5263 2.8441
H -0.3135 1.4487 -3.1731
H 4.6923 -1.2158 1.6457
H 0.5193 -0.7307 -2.7107
H -3.1405 0.2951 5.5324
H -0.9710 -3.7659 1.0151
H -1.7590 2.1659 6.5323
H 2.0897 -2.1456 -1.5920
H -0.3380 -1.7009 -1.6954
H -0.0671 3.3895 5.1316

Here is what Löwdin gives for the atomic charges, in e: atom 1 (Sn): 1.3236, atom 2 (F): 0.1244, atom 3 (F): 0.1776, atom 4 (F): 0.1639, atom 5 (O): 0.1556, atom 6 (O): 0.1639, atom 7 (O): 0.0352, atom 8 (O): -0.1298, atom 9 (N): 0.1742, atom 10 (N): -0.0307, atom 11 (N): 0.0527, atom 12 (N): 0.0633, atom 13 (N): -0.0686, atom 14 (C): 0.0499, atom 15 (C): -0.1250, atom 16 (C): 0.0675, atom 17 (C): 0.0675, atom 18 (C): -0.2475, atom 19 (C): -0.4180, atom 20 (C): 0.0297, atom 21 (C): -0.0605, atom 22 (C): -0.5394, atom 23 (C): -0.0012, atom 24 (C): -0.5898, atom 25 (C): -0.0088, atom 26 (C): -0.0036, atom 27 (C): 0.1355, atom 28 (C): -0.0869, atom 29 (C): -0.4271, atom 30 (C): -0.1778, atom 31 (C): -0.0063, atom 32 (C): 0.0515, atom 33 (C): 0.0071, atom 34 (C): 0.0031, atom 35 (C): -0.1137, atom 36 (C): 0.0154, atom 37 (H): 0.1315, atom 38 (H): 0.1333, atom 39 (H): 0.1310, atom 40 (H): 0.1401, atom 41 (H): 0.1043, atom 42 (H): 0.1275, atom 43 (H): 0.1373, atom 44 (H): 0.1026, atom 45 (H): 0.0117, atom 46 (H): 0.1144, atom 47 (H): 0.1091, atom 48 (H): 0.1072, atom 49 (H): 0.1480, atom 50 (H): 0.1286, atom 51 (H): 0.1513, atom 52 (H): 0.1825, atom 53 (H): 0.0634, atom 54 (H): 0.1492



2.
This record from OMol25 describes one molecule with the formula C23H18N4O3 at a distorted geometry. The level of theory is wB97M-V/def2-TZVPD.

* ΔE to the lowest compared entry with this formula, charge and spin: 1817.5 kJ/mol
* E_LUMO: -0.497 eV
* HOMO level: -7.84 eV
* electronic energy: -36227.9460 eV
* SMILES: C/C(=N\NC(=O)c1cc(-c2cccnc2)nc2ccccc12)c1ccc(O)cc1O
* 2S+1: 1
* frontier orbital gap: 7.34 eV

CARTESIAN COORDINATES (ANGSTROEM)
O 3.4837 -2.3868 1.6870
O -4.9964 0.6507 -1.2784
O -0.2993 -0.5696 -1.6656
N 1.5317 -2.7368 0.8093
N 1.4616 2.0135 -0.1428
N 0.5154 -2.1153 0.2703
N -2.9827 1.7778 1.2924
C 2.5707 1.7715 -0.4457
C -2.5596 -0.0255 -1.7716
C 3.0136 0.2588 0.0874
C 4.6968 1.6942 -1.8153
C 0.5999 1.4028 0.5901
C -4.1743 -1.5283 -0.4568
C 3.3523 2.4458 -1.4056
C -1.0591 3.3771 0.8538
C -3.8427 -0.1015 -1.1473
C 5.1378 0.6967 -1.2528
C -1.5419 -0.8559 -0.9980
C 4.3283 -0.1882 -0.6082
C -2.2256 3.8853 0.9422
C 2.5375 -2.0443 1.0042
C -0.8096 -4.3550 0.2168
C -3.1244 -2.4389 -0.1588
C -0.7300 1.9264 0.8472
C 1.0246 0.1556 1.1046
C -1.7595 -1.9975 -0.4874
C 2.1311 -0.5694 0.9798
C -3.2681 2.9414 1.4852
C -1.6763 1.1642 1.3390
C -0.5270 -2.8769 -0.0230
H -0.0985 3.8774 0.4386
H 4.7209 -1.3004 -0.0946
H 0.4195 -0.2558 1.8851
H -4.1840 3.3854 1.4475
H -3.4158 -3.1301 0.3803
H 3.0673 3.3669 -1.4918
H -5.1968 -1.8273 -0.1101
H 5.4125 2.5820 -2.4048
H 0.1707 -5.0235 -0.1577
H -5.7914 0.2626 -1.0903
H -1.6154 -4.8103 -0.4229
H 1.5821 -3.7276 0.8797
H -2.3231 0.7895 -2.0110
H -0.3798 0.3555 -2.0616
H -0.8848 -4.6775 1.1643
H -2.5300 4.7740 0.8200
H 6.0461 0.2008 -1.5354
H -1.6382 -0.1061 1.5118

Here is what Löwdin gives for the atomic charges, in e: atom 1 (O): 0.0771, atom 2 (O): 0.0606, atom 3 (O): -0.0024, atom 4 (N): 0.0845, atom 5 (N): 0.1162, atom 6 (N): 0.0864, atom 7 (N): 0.0636, atom 8 (C): -0.2738, atom 9 (C): 0.1004, atom 10 (C): 0.0766, atom 11 (C): -0.0982, atom 12 (C): -0.2045, atom 13 (C): 0.0522, atom 14 (C): 0.0901, atom 15 (C): -0.0278, atom 16 (C): -0.1666, atom 17 (C): -0.2575, atom 18 (C): -0.2560, atom 19 (C): 0.0004, atom 20 (C): -0.0331, atom 21 (C): -0.4911, atom 22 (C): -0.0255, atom 23 (C): 0.0016, atom 24 (C): -0.1647, atom 25 (C): -0.0261, atom 26 (C): -0.1441, atom 27 (C): -0.0513, atom 28 (C): -0.1330, atom 29 (C): -0.0399, atom 30 (C): -0.1498, atom 31 (H): 0.1393, atom 32 (H): 0.1682, atom 33 (H): 0.1104, atom 34 (H): 0.0778, atom 35 (H): 0.0095, atom 36 (H): 0.0285, atom 37 (H): 0.1064, atom 38 (H): 0.1693, atom 39 (H): 0.1406, atom 40 (H): 0.0481, atom 41 (H): 0.0984, atom 42 (H): 0.1583, atom 43 (H): -0.0112, atom 44 (H): 0.1328, atom 45 (H): 0.0241, atom 46 (H): 0.0327, atom 47 (H): 0.1119, atom 48 (H): 0.1906



3.
This record from OMol25 describes a 2-piece molecular cluster, C23H19BBrF9N5O13S overall at a distorted geometry. The level of theory is wB97M-V/def2-TZVPD.

* E_LUMO: -0.205 eV
* HOMO level: -7.35 eV
* electronic energy: -164240.1817 eV
* 2S+1: 1
* frontier orbital gap: 7.15 eV
* net charge: -1

CARTESIAN COORDINATES (ANGSTROEM)
Br -2.5018 -0.6024 -1.6664
S 0.2799 4.1556 -0.7828
F 2.9711 2.7053 1.8684
F 1.2643 4.7215 1.6078
F 5.0979 4.4525 1.7806
F 5.9294 4.4123 -0.1959
F 3.8587 3.3725 -1.3037
F 5.4723 2.5369 0.7334
F 2.4821 1.8381 -0.0418
F 3.3192 5.1817 -0.1721
F 0.3595 2.7893 1.4249
O 1.1370 4.1803 -1.9275
O 4.7788 -5.0028 5.9218
O 0.0902 -6.4895 1.5849
O -5.4025 0.7974 -3.1795
O 0.1441 1.1573 -1.1007
O 2.3354 -4.1294 7.2786
O 0.1829 -8.8729 3.2868
O 3.3196 -6.0342 4.5641
O 1.3447 -5.3283 5.6605
O 1.3957 -7.5310 4.6159
O -5.5740 0.3260 -1.0335
O 1.3184 -5.6072 3.2379
O -0.2649 5.4518 -0.5555
N -4.4013 2.2524 -1.6626
N -1.0641 1.7576 -1.2404
N -6.5767 5.9199 -1.3835
N -2.2722 1.2064 -1.4731
N -2.3939 3.4307 -1.2312
C 2.5488 3.0010 0.6130
C 0.9174 -1.5443 -0.9414
C 5.0561 3.7923 0.6298
C -5.2528 4.2174 -0.4144
C 2.6369 -0.9323 -2.6466
C -5.8006 4.0056 -2.6925
C 1.6615 -3.8706 -0.1440
C 2.3931 -4.8251 6.3043
C 0.6702 0.6469 -2.3597
C 1.1566 3.6890 0.7900
C 0.6914 -7.8143 3.5259
C -3.1090 2.3046 -1.4671
C 1.1245 -0.8400 -2.3101
C -5.9426 5.4170 -0.3293
C 0.6430 -6.5835 2.6463
C -6.4899 5.1920 -2.4851
C -5.2111 1.0211 -1.9727
C -1.1154 3.0680 -1.1018
C 0.7085 -3.0974 -1.0937
C -0.7381 -3.4978 -0.6451
C 3.6562 -5.2766 5.6030
C -5.1326 3.4803 -1.5786
C 3.6576 3.8904 -0.0723
B 1.8451 -6.1252 4.5212
H -1.4551 -3.4884 -1.4862
H 0.0604 -1.1803 -0.3673
H 0.8755 -3.4340 -2.1283
H -7.0369 5.5793 -3.3541
H 2.9111 -0.3151 -3.5178
H 1.2750 -3.8426 0.8893
H -4.7739 3.8342 0.4925
H -5.7745 3.5019 -3.6585
H 2.6633 -3.4095 -0.0952
H 1.5321 1.2770 -2.6388
H 2.9354 -1.9751 -2.8391
H -5.9521 5.9372 0.6306
H 1.7199 -4.9330 -0.4148
H -1.1305 -2.8023 0.1166
H -0.7109 -4.4809 -0.1504
H -0.0550 0.7771 -3.1787
H 3.2595 -0.5927 -1.8015
H 0.5893 -1.3810 -3.1056
H 1.8632 -1.4382 -0.3869

Here is what Löwdin gives for the atomic charges, in e: atom 1 (Br): 1.0983, atom 2 (S): 0.8055, atom 3 (F): 0.1581, atom 4 (F): 0.1761, atom 5 (F): 0.1939, atom 6 (F): 0.1593, atom 7 (F): 0.1461, atom 8 (F): 0.2003, atom 9 (F): 0.1660, atom 10 (F): 0.1730, atom 11 (F): 0.1245, atom 12 (O): -0.2299, atom 13 (O): 0.1430, atom 14 (O): 0.1324, atom 15 (O): -0.0073, atom 16 (O): -0.0605, atom 17 (O): 0.1438, atom 18 (O): 0.1457, atom 19 (O): 0.2290, atom 20 (O): 0.2299, atom 21 (O): 0.2324, atom 22 (O): 0.0037, atom 23 (O): 0.2236, atom 24 (O): -0.2276, atom 25 (N): 0.1156, atom 26 (N): -0.1266, atom 27 (N): 0.0607, atom 28 (N): -0.3068, atom 29 (N): 0.2245, atom 30 (C): -0.3510, atom 31 (C): -0.1597, atom 32 (C): -0.5405, atom 33 (C): -0.0132, atom 34 (C): -0.0652, atom 35 (C): 0.0263, atom 36 (C): -0.0797, atom 37 (C): -0.3997, atom 38 (C): -0.1146, atom 39 (C): -0.4543, atom 40 (C): -0.3985, atom 41 (C): -0.2901, atom 42 (C): -0.3322, atom 43 (C): -0.1351, atom 44 (C): -0.3935, atom 45 (C): -0.1585, atom 46 (C): -0.7656, atom 47 (C): -0.2446, atom 48 (C): -0.3799, atom 49 (C): -0.0955, atom 50 (C): -0.4000, atom 51 (C): -0.1918, atom 52 (C): -0.3400, atom 53 (B): -0.8708, atom 54 (H): 0.0564, atom 55 (H): 0.0698, atom 56 (H): 0.1242, atom 57 (H): 0.1084, atom 58 (H): 0.0796, atom 59 (H): 0.0815, atom 60 (H): 0.1225, atom 61 (H): 0.1219, atom 62 (H): 0.0736, atom 63 (H): 0.1208, atom 64 (H): 0.0873, atom 65 (H): 0.1099, atom 66 (H): 0.0836, atom 67 (H): 0.0626, atom 68 (H): 0.0688, atom 69 (H): 0.1318, atom 70 (H): 0.0841, atom 71 (H): 0.1297, atom 72 (H): 0.1044



4.
This record from OMol25 describes C23H19Br2N4O5STa as an isolated structure at a distorted geometry. The level of theory is wB97M-V/def2-TZVPD.

* ΔE to the lowest compared entry with this formula, charge and spin: 52.1 kJ/mol
* E_LUMO: -8.332 eV
* HOMO level: -14.20 eV
* electronic energy: -192815.7245 eV
* 2S+1: 1
* frontier orbital gap: 5.87 eV
* net charge: +2

CARTESIAN COORDINATES (ANGSTROEM)
Ta 1.7848 -0.1287 0.2774
Br 3.5798 -1.7440 1.8029
Br 5.8554 -0.4913 -0.2148
S 3.1024 1.9211 0.7403
O 2.6788 -0.9774 -1.1094
O 2.9677 -2.8505 -2.3874
O 0.2560 -3.4283 -1.5045
O 0.6405 -1.7471 -0.0055
O 0.8276 0.1477 1.8834
N -1.9355 -1.1252 -2.2365
N 0.6763 1.0422 -1.3027
N 2.6980 1.9230 3.5519
N -3.2715 -2.8958 -1.3939
C 2.3364 -2.2113 -1.6371
C -1.4952 -0.8759 -4.6231
C 0.8814 -0.6528 4.1135
C -0.0727 3.0911 -2.2592
C -1.3382 1.2356 4.5743
C -0.8224 1.0526 3.2714
C 2.8749 1.9484 2.4139
C 0.9290 -2.5846 -1.0368
C 5.4908 -1.6606 1.2275
C -0.8082 0.2659 -4.6407
C 0.4663 2.3830 -1.2184
C -2.9316 2.7980 3.7058
C -2.3787 2.1107 4.7830
C -0.3371 1.0405 -3.4823
C -2.5492 -1.7917 -1.2689
C -2.4484 2.6164 2.4072
C -2.0767 -1.6034 -3.4799
C -0.4576 2.4199 -3.4166
C 0.2716 0.4009 -2.4100
C 0.2760 0.1919 3.0637
C -3.3909 -3.3798 -2.6241
C -1.4005 1.7586 2.1889
C -2.8113 -2.7556 -3.7187
H -2.4477 -1.3909 -0.2666
H 0.1207 -1.1118 4.7409
H 1.5038 -0.0051 4.7420
H -2.9358 -3.1445 -4.7195
H -1.0312 1.6010 1.1851
H 1.5116 -1.4260 3.6834
H 0.4283 -0.6620 -2.4703
H -2.7655 2.2601 5.7809
H 5.7149 -2.6831 0.9489
H -0.5895 0.7053 -5.6078
H -0.8799 2.9677 -4.2496
H -0.1940 4.1607 -2.1680
H -3.9695 -4.2887 -2.7375
H -2.9044 3.1462 1.5831
H -3.7527 3.4823 3.8758
H -0.9095 0.7105 5.4153
H 6.0080 -1.3287 2.1192
H 0.7675 2.8719 -0.3041
H -1.7430 -1.3080 -5.5855

Here is what Löwdin gives for the atomic charges, in e: atom 1 (Ta): 1.5878, atom 2 (Br): 0.7589, atom 3 (Br): 0.7216, atom 4 (S): 0.6252, atom 5 (O): -0.2994, atom 6 (O): 0.2579, atom 7 (O): 0.2334, atom 8 (O): -0.1867, atom 9 (O): -0.2830, atom 10 (N): 0.1197, atom 11 (N): -0.0731, atom 12 (N): 0.1384, atom 13 (N): 0.1084, atom 14 (C): -0.4234, atom 15 (C): 0.0038, atom 16 (C): 0.0236, atom 17 (C): -0.0037, atom 18 (C): 0.0402, atom 19 (C): -0.1436, atom 20 (C): -0.7467, atom 21 (C): -0.4710, atom 22 (C): -0.8961, atom 23 (C): -0.0169, atom 24 (C): -0.1430, atom 25 (C): 0.0150, atom 26 (C): -0.0130, atom 27 (C): -0.1642, atom 28 (C): -0.2029, atom 29 (C): -0.0223, atom 30 (C): -0.2581, atom 31 (C): 0.0541, atom 32 (C): -0.0597, atom 33 (C): -0.2484, atom 34 (C): -0.0835, atom 35 (C): 0.0242, atom 36 (C): 0.0225, atom 37 (H): 0.1079, atom 38 (H): 0.1147, atom 39 (H): 0.1152, atom 40 (H): 0.1231, atom 41 (H): 0.1013, atom 42 (H): 0.0514, atom 43 (H): 0.1045, atom 44 (H): 0.1298, atom 45 (H): 0.0230, atom 46 (H): 0.1280, atom 47 (H): 0.1429, atom 48 (H): 0.1299, atom 49 (H): 0.1240, atom 50 (H): 0.1241, atom 51 (H): 0.1319, atom 52 (H): 0.1303, atom 53 (H): 0.0208, atom 54 (H): 0.0783, atom 55 (H): 0.1227